{
  "formula": "C13H38B2KNO3S2",
  "method": "the ωB97M-V functional and the def2-TZVPD basis",
  "symbols": ["K", "C", "C", "C", "C", "C", "C", "N", "O", "C", "C", "C", "H", "H", "H", "H", "H", "H", "H", "H", "H", "H", "H", "H", "H", "H", "H", "H", "H", "H", "B", "H", "H", "H", "H", "B", "H", "H", "H", "H", "C", "S", "O", "C", "H", "H", "H", "H", "H", "H", "C", "S", "O", "C", "H", "H", "H", "H", "H", "H"],
  "positions_angstrom": [[1.81905, 0.17137, -0.77587], [-1.93830, -1.13395, -0.31626], [-2.44407, 0.37735, -0.31531], [-4.02571, 0.21064, -0.27664], [-4.58460, -0.15170, 1.11379], [-4.09513, 0.86581, 2.09267], [-2.54943, 0.98695, 2.15718], [-1.86609, 1.09440, 0.87235], [-0.38733, 1.09380, 0.94781], [-2.14604, -0.20566, 3.01426], [-2.28538, 2.22977, 2.90448], [-2.05819, 1.16489, -1.60831], [-2.18326, -1.71246, -1.20700], [-2.36254, -1.67994, 0.52636], [-0.84989, -1.19137, -0.32898], [-4.37600, -0.54496, -0.97983], [-4.45909, 1.15273, -0.61243], [-4.23949, -1.16518, 1.31836], [-5.66985, -0.19579, 1.20533], [-4.46124, 0.49116, 3.04854], [-4.61407, 1.81640, 1.96945], [-2.78398, -0.51085, 3.84371], [-1.26110, -0.02824, 3.62543], [-2.09517, -1.13832, 2.45240], [-1.22035, 2.30766, 3.12295], [-2.81571, 2.32686, 3.85180], [-2.53580, 3.05744, 2.24089], [-2.43649, 2.18354, -1.52265], [-2.70971, 0.70182, -2.34939], [-1.03709, 1.05551, -1.97366], [1.91394, 3.09031, -1.13134], [2.08692, 4.13935, -0.94736], [2.47837, 2.82275, -2.01115], [2.21236, 2.52604, -0.26141], [0.86861, 2.89539, -1.31445], [4.56518, 0.82008, -0.00255], [4.59939, -0.22170, -0.28141], [5.51121, 1.11868, 0.42185], [4.23565, 1.39661, -0.85301], [3.80417, 0.89108, 0.75906], [2.88004, -3.13283, 2.94342], [1.67210, -3.43039, 1.56064], [1.70336, -2.27610, 0.58917], [2.54048, -4.83328, 0.73536], [3.63276, -3.88491, 3.17988], [2.31382, -3.03399, 3.86955], [3.27699, -2.14378, 2.71471], [3.44068, -4.57667, 0.17690], [1.84920, -5.32531, 0.05115], [2.84666, -5.53448, 1.51168], [3.45322, 0.66174, -4.09603], [2.01473, -0.53775, -4.24497], [1.99436, -1.39361, -3.00850], [0.57086, 0.67506, -4.07879], [3.69592, 1.00619, -3.09077], [3.25011, 1.61741, -4.57930], [4.33769, 0.18116, -4.51418], [0.47323, 1.30963, -4.95963], [0.81612, 1.39100, -3.29433], [-0.36609, 0.15265, -3.88562]],
  "forces_ev_per_a": [[0.47, 0.20, 0.39], [0.56, 0.87, -0.42], [0.39, -1.57, -0.49], [-0.04, 0.91, 0.60], [0.52, 0.08, -1.17], [-0.20, -0.42, 0.06], [-1.38, -0.66, 1.60], [4.07, -1.17, -0.49], [-6.24, -0.13, -0.28], [0.97, -1.32, 0.73], [1.10, 1.62, 0.43], [-1.27, -1.25, 0.48], [-0.60, 0.41, -0.29], [0.28, 0.08, 0.00], [0.06, 0.13, 0.62], [0.57, -0.01, -0.30], [-0.16, 0.21, 0.06], [0.11, -0.01, 0.47], [-0.14, 0.03, -0.61], [0.43, 0.41, 0.39], [0.23, 0.23, -0.48], [-1.02, 0.68, -0.21], [0.75, -0.02, -0.86], [0.62, 0.15, -0.11], [0.07, 0.10, -0.04], [-0.23, -0.22, -0.09], [-0.06, 0.27, 0.25], [0.62, 0.15, 0.08], [0.05, -0.07, -0.45], [-0.07, 0.42, 0.62], [-0.11, 0.06, 0.17], [0.48, 4.20, 0.72], [2.39, -1.38, -3.58], [1.20, -1.98, 3.16], [-4.63, -0.72, -0.87], [0.26, -0.08, -0.10], [0.33, -4.54, -1.27], [3.80, 1.29, 1.48], [-0.97, 2.33, -3.28], [-3.12, 0.42, 3.21], [-0.54, 0.54, 0.03], [0.68, -0.02, -0.94], [0.02, -0.92, 1.13], [0.03, -0.07, 0.33], [0.09, -0.01, -0.75], [-0.37, 0.08, -0.15], [0.41, -0.13, -0.08], [-0.12, 0.61, 0.11], [-0.12, 0.17, 0.11], [-0.22, -0.09, 0.09], [-0.50, 0.11, 0.09], [-0.06, 1.16, 0.34], [-0.14, 0.37, -0.42], [1.20, 0.17, 0.04], [-0.36, -0.58, 0.56], [-0.27, -0.25, -0.56], [-0.23, -0.11, -0.12], [0.12, -0.37, -0.35], [-0.01, -0.09, 0.45], [0.32, -0.27, -0.05]],
  "lumo_energy_ev": [1.99, 1.86],
  "spin_multiplicity": 2,
  "orbital_gap_ha": [0.231, 0.226],
  "charge": -1
}

***

{
  "formula": "C13H38O7",
  "method": "the ωB97M-V functional and the def2-TZVPD basis",
  "symbols": ["C", "C", "C", "O", "C", "H", "H", "H", "H", "H", "H", "H", "H", "C", "C", "C", "O", "H", "H", "H", "H", "H", "H", "H", "H", "C", "C", "C", "O", "H", "H", "H", "H", "H", "H", "H", "H", "C", "C", "C", "O", "H", "H", "H", "H", "H", "H", "H", "H", "O", "H", "H", "O", "H", "H", "O", "H", "H"],
  "positions_angstrom": [[-4.99293, -10.74073, -8.43404], [-3.80421, -11.41064, -7.68620], [-2.66592, -10.61530, -8.22510], [-3.06323, -10.23725, -9.57359], [-4.45936, -10.51285, -9.81547], [-5.20368, -9.72639, -8.09522], [-5.89237, -11.35528, -8.39607], [-3.64208, -12.48851, -7.68897], [-4.01927, -11.25156, -6.62954], [-1.83347, -11.31794, -8.18733], [-2.34407, -9.77404, -7.61127], [-4.43243, -11.45105, -10.36970], [-5.03803, -9.70108, -10.25622], [-15.24200, -10.01137, -1.24264], [-15.71060, -9.59012, 0.15665], [-17.17298, -9.29470, 0.28156], [-15.44046, -10.58005, 1.14520], [-14.27431, -10.50396, -1.14758], [-15.15094, -9.19129, -1.95487], [-16.03942, -10.60658, -1.68753], [-15.26008, -8.66617, 0.51921], [-17.82726, -10.14230, 0.07762], [-17.42752, -8.62471, -0.53967], [-17.51119, -8.75605, 1.16676], [-15.57110, -10.25141, 2.03769], [-1.94029, -9.47171, 0.09310], [-0.44595, -9.76805, 0.26796], [-0.15022, -10.66986, 1.43255], [-0.11786, -10.46743, -0.89434], [-2.36706, -8.82273, 0.85782], [-2.38437, -10.46051, 0.20787], [-1.97971, -9.12256, -0.93871], [0.11269, -8.83222, 0.28349], [-0.80435, -11.53599, 1.53274], [-0.33121, -9.99474, 2.26894], [0.88550, -10.99879, 1.51739], [-0.45151, -11.36713, -0.86554], [-14.75768, -7.07319, -10.20344], [-14.39011, -7.62446, -8.80616], [-13.27956, -8.72441, -8.90168], [-14.02271, -6.54435, -8.02725], [-14.03919, -6.31808, -10.52232], [-15.70488, -6.54819, -10.07983], [-14.84092, -7.85628, -10.95706], [-15.32336, -8.04933, -8.43652], [-12.98103, -8.85188, -7.86114], [-12.41249, -8.37279, -9.46083], [-13.55577, -9.70264, -9.29523], [-14.80010, -6.01505, -7.83461], [-8.07917, -13.68052, 0.06769], [-8.86532, -14.04018, 0.47862], [-7.37134, -14.25461, 0.36031], [-9.54971, -4.99273, -5.38964], [-9.24442, -5.80634, -4.98829], [-10.32339, -5.24845, -5.89189], [-8.24685, -9.39697, -3.29018], [-8.05098, -9.82333, -2.45586], [-7.47176, -9.55615, -3.82882]],
  "forces_ev_per_a": [[-0.17, -1.21, 0.06], [-1.85, 1.18, 1.45], [0.39, -0.70, -0.46], [0.69, 0.75, 0.35], [0.93, -1.20, 0.86], [0.01, -0.23, 0.86], [-0.14, 0.19, -0.08], [-0.42, -0.03, -1.03], [0.42, 0.32, 0.27], [0.54, 0.31, -0.89], [-0.44, 0.39, -0.23], [-0.63, 0.19, -0.56], [0.67, 0.03, -0.60], [-0.52, 0.14, 0.71], [-0.54, 0.78, 1.48], [-1.38, 0.71, -1.83], [1.04, -1.27, -0.44], [-0.24, -0.26, -0.25], [0.16, 0.39, 0.44], [0.35, -0.68, 0.07], [0.75, 0.18, -0.50], [0.22, -0.37, 0.38], [-0.12, 0.39, -0.17], [0.39, -0.33, 0.31], [-0.11, 0.31, -0.20], [0.80, -0.35, 0.66], [-1.00, -0.99, -0.22], [0.17, 1.27, 1.38], [1.30, -0.07, -1.85], [-0.04, 0.25, -0.27], [-0.56, 0.09, -0.31], [-0.72, 0.25, 0.27], [0.32, -0.19, 0.01], [-0.17, 0.07, -0.28], [-0.03, -0.45, 0.73], [0.02, 0.10, -0.33], [-0.10, 0.02, 0.22], [-0.05, -0.03, 0.43], [-0.49, -1.26, -2.80], [-0.25, 1.27, 1.22], [1.05, 0.52, 1.29], [0.24, -0.19, -0.02], [-0.21, -0.03, -0.36], [-0.14, 0.05, -0.01], [0.08, -0.48, 0.37], [0.36, -0.33, 0.00], [-0.05, 0.17, -0.02], [-0.52, 0.31, -0.07], [-0.01, 0.01, -0.03], [0.04, 0.19, -0.14], [-0.24, -0.05, 0.08], [0.21, -0.13, 0.05], [0.11, 0.23, 0.01], [0.10, -0.21, 0.15], [-0.22, -0.04, -0.15], [-0.18, 0.16, -0.10], [0.00, -0.12, 0.25], [0.18, -0.03, -0.16]],
  "relative_energy_ev": 0.388,
  "lumo_energy_ev": 0.42,
  "smiles": "C1CCOC1.CC(C)O.CC(C)O.CC(C)O.O.O.O",
  "orbital_gap_ha": 0.367,
  "charge": 0
}

***

{
  "formula": "C13H39INO10S2Si",
  "method": "the ωB97M-V functional and the def2-TZVPD basis",
  "symbols": ["C", "C", "C", "I", "S", "O", "O", "N", "S", "O", "O", "C", "C", "O", "Si", "C", "C", "C", "H", "H", "H", "H", "H", "H", "H", "H", "H", "H", "H", "H", "H", "H", "H", "H", "H", "H", "H", "C", "O", "H", "H", "H", "H", "C", "O", "H", "H", "H", "H", "C", "O", "H", "H", "H", "H", "C", "O", "H", "H", "H", "H", "C", "O", "H", "H", "H", "H"],
  "positions_angstrom": [[3.23650, 4.35613, -1.90841], [2.55277, 3.08944, -1.41765], [2.85109, 1.88175, -2.27539], [2.09770, 2.15516, -4.27317], [2.06505, 0.43087, -1.44472], [3.16037, -0.41773, -1.07371], [1.34832, 0.96256, -0.32289], [1.13869, -0.19502, -2.58562], [0.13011, -1.31708, -2.05838], [0.11920, -2.39188, -3.00019], [0.34611, -1.74340, -0.71081], [-1.51928, -0.63196, -2.16174], [-1.82560, 0.36282, -1.05859], [-1.30320, 1.65148, -1.33367], [-2.31464, 2.72573, -2.08026], [-3.53064, 3.54873, -0.89819], [-3.30526, 1.98867, -3.50888], [-1.22730, 4.08327, -2.80345], [3.11792, 4.47169, -2.97522], [4.30328, 4.31562, -1.71439], [2.79845, 5.21854, -1.42527], [1.48779, 3.25259, -1.41871], [2.89119, 2.89029, -0.41297], [3.91276, 1.70039, -2.30359], [-1.63049, -0.12858, -3.10916], [-2.15869, -1.49792, -2.07636], [-2.89476, 0.37350, -0.84044], [-1.33405, -0.00400, -0.16400], [-3.80145, 2.95865, -0.03196], [-3.13036, 4.49400, -0.55860], [-4.43477, 3.78568, -1.44401], [-4.15294, 2.64130, -3.66934], [-2.69183, 2.01682, -4.39647], [-3.68856, 0.99353, -3.33469], [-1.24110, 4.03546, -3.88293], [-0.21933, 3.96664, -2.43845], [-1.59440, 5.05212, -2.48743], [0.27919, -2.20220, 2.51694], [-0.57761, -2.26757, 3.67528], [-0.25718, -2.60880, 1.66656], [0.54880, -1.16811, 2.30282], [1.18427, -2.78962, 2.68738], [-0.08100, -1.89956, 4.41262], [1.53624, 5.11360, 2.08938], [0.90371, 4.20318, 1.20423], [1.59665, 6.07556, 1.58543], [0.96065, 5.23498, 3.01271], [2.54896, 4.78214, 2.33927], [0.85370, 3.34358, 1.63758], [6.64243, -0.43907, -0.07192], [5.65024, -0.98999, 0.77379], [7.58922, -0.46166, 0.46615], [6.74518, -1.02179, -0.99230], [6.40805, 0.59867, -0.33064], [4.81837, -0.96220, 0.28286], [-2.16896, -5.45425, 2.78876], [-1.81359, -5.66911, 4.15182], [-3.00620, -6.10672, 2.54708], [-2.47672, -4.41785, 2.63837], [-1.32882, -5.68946, 2.13201], [-1.08047, -5.07461, 4.34773], [-4.43551, -8.65397, 4.51265], [-3.45671, -8.74428, 3.48734], [-4.89241, -9.63522, 4.61859], [-3.98081, -8.36960, 5.46522], [-5.21304, -7.92925, 4.25401], [-3.05525, -7.87265, 3.39803]],
  "forces_ev_per_a": [[0.11, -0.27, -0.01], [0.26, 0.67, -0.77], [-0.91, -0.18, 0.16], [0.37, 0.04, 0.05], [-0.34, 0.10, -0.75], [1.33, -0.67, 0.06], [-0.55, 0.49, 0.66], [0.11, 0.14, 1.06], [0.21, -0.28, -1.06], [-0.24, -0.59, -1.14], [-0.07, 0.15, 1.40], [0.26, 0.67, 0.49], [0.62, -0.37, 0.46], [-0.71, 0.08, -0.32], [0.26, 0.64, -0.28], [0.18, -0.25, -0.18], [0.23, 0.22, 0.64], [-0.58, -0.40, 0.40], [-0.12, 0.14, -0.35], [0.27, 0.13, 0.13], [0.04, 0.29, 0.22], [-0.36, -0.10, 0.37], [-0.15, -0.20, 0.41], [0.28, -0.31, -0.36], [0.02, -0.22, -0.52], [-0.24, -0.27, -0.12], [-0.27, 0.16, -0.13], [0.08, 0.05, 0.35], [-0.06, -0.20, 0.21], [0.25, 0.22, 0.25], [-0.37, 0.02, -0.15], [-0.31, 0.23, -0.14], [0.18, -0.24, -0.37], [-0.07, -0.33, -0.02], [0.19, 0.04, -0.33], [0.39, -0.01, -0.01], [-0.06, 0.31, 0.01], [-0.01, 0.09, 0.35], [0.08, -0.19, -0.05], [-0.05, 0.03, -0.01], [0.04, -0.04, -0.18], [0.04, 0.02, -0.13], [-0.10, -0.01, -0.06], [-0.09, -0.32, -0.03], [-0.01, 0.18, 0.15], [-0.01, 0.01, -0.03], [0.06, 0.08, 0.03], [0.02, 0.09, 0.04], [0.01, -0.05, -0.27], [-0.25, -0.08, 0.07], [0.12, 0.02, -0.07], [0.02, 0.00, 0.02], [0.07, 0.07, -0.04], [0.08, 0.01, -0.06], [-0.23, 0.04, -0.01], [0.24, 0.26, 0.21], [-0.03, -0.14, -0.03], [-0.04, 0.01, -0.01], [-0.01, -0.02, -0.15], [-0.09, 0.02, -0.13], [-0.13, 0.04, 0.01], [0.18, 0.11, -0.11], [-0.11, 0.05, 0.03], [0.00, -0.03, -0.02], [-0.07, 0.00, 0.04], [-0.05, -0.02, 0.08], [0.12, -0.15, 0.08]],
  "lumo_energy_ev": 2.37,
  "orbital_gap_ha": 0.308,
  "charge": -1
}

***

{
  "formula": "C13H39NO8S",
  "method": "the ωB97M-V functional and the def2-TZVPD basis",
  "symbols": ["C", "O", "H", "H", "H", "H", "C", "O", "H", "H", "H", "H", "C", "O", "H", "H", "H", "H", "C", "O", "H", "H", "H", "H", "C", "O", "H", "H", "H", "H", "C", "O", "H", "H", "H", "H", "C", "O", "H", "H", "H", "H", "N", "C", "C", "C", "C", "H", "H", "H", "H", "H", "C", "S", "O", "C", "H", "H", "H", "H", "H", "H"],
  "positions_angstrom": [[47.54483, 4.46725, 24.55549], [48.58580, 5.26220, 25.12816], [46.57276, 4.95496, 24.62844], [47.72989, 4.30950, 23.49296], [47.52888, 3.50272, 25.06298], [48.18153, 6.13078, 25.18929], [49.24520, 8.13840, 20.12468], [50.29752, 8.58046, 19.36821], [49.05771, 8.97103, 20.80267], [48.35420, 7.85897, 19.56241], [49.65115, 7.36712, 20.77921], [50.16281, 8.16880, 18.51148], [48.50447, 0.03435, 17.93546], [48.59840, 1.34148, 18.41530], [49.02876, -0.76796, 18.45460], [47.46670, -0.29837, 17.95634], [48.86076, -0.03117, 16.90743], [49.49678, 1.55755, 18.15479], [55.24673, 8.38431, 21.40064], [54.42634, 9.50972, 21.09154], [55.33630, 7.68891, 20.56608], [56.23641, 8.67594, 21.75216], [54.74043, 7.87427, 22.22017], [53.63122, 9.20592, 20.64759], [53.92033, 0.09117, 14.96216], [53.04420, 1.14554, 14.74947], [53.49197, -0.74744, 15.51112], [54.36733, -0.25678, 14.03091], [54.67248, 0.52444, 15.62145], [52.99624, 1.66102, 15.55791], [54.60083, -5.58836, 19.31152], [54.63736, -4.93520, 18.04740], [54.84791, -6.64447, 19.20339], [55.21704, -5.27591, 20.15459], [53.59303, -5.70585, 19.70982], [53.76094, -4.59414, 17.85460], [50.83894, -2.30133, 26.38379], [50.32692, -1.49745, 25.33110], [51.03134, -1.63797, 27.22703], [50.03774, -2.97001, 26.69848], [51.63650, -2.93807, 26.00094], [49.43661, -1.33148, 25.64955], [60.25616, -1.92861, 21.60155], [59.84923, -2.61015, 22.74080], [59.37363, -1.64311, 23.65761], [59.45318, -0.42146, 22.98195], [60.09815, -0.60239, 21.80458], [60.51451, -2.38159, 20.73659], [59.94099, -3.68100, 22.84695], [58.99286, -1.85006, 24.64685], [59.07789, 0.50715, 23.38598], [60.46513, 0.10632, 21.07696], [54.14060, 0.67899, 20.65555], [53.78203, 2.46581, 20.38932], [52.72271, 2.47112, 19.28996], [52.92483, 2.68334, 22.02769], [54.52971, 0.48591, 21.65526], [54.68530, 0.25119, 19.81389], [53.21023, 0.11109, 20.65312], [53.64638, 2.43169, 22.80495], [52.07739, 1.99980, 22.07990], [52.56388, 3.71076, 22.07446]],
  "forces_ev_per_a": [[0.27, -0.19, -0.19], [-0.65, 0.14, -0.10], [-0.07, -0.09, 0.23], [0.09, -0.13, -0.09], [-0.12, 0.04, -0.04], [0.49, 0.23, 0.17], [-0.20, 0.28, 2.29], [1.08, 0.35, -2.27], [-0.78, -0.03, 0.10], [0.04, -0.10, 0.15], [-0.71, -0.70, 0.01], [0.61, 0.19, -0.26], [-0.91, -1.31, -0.83], [0.62, -0.14, 0.18], [0.48, 0.35, 0.68], [-0.14, 0.29, -0.11], [-0.14, 0.03, -0.27], [0.15, 0.81, 0.38], [-0.99, -0.20, 0.39], [0.70, 0.31, -0.21], [0.14, 0.06, -0.12], [-0.17, 0.36, -0.24], [0.29, -0.44, 0.17], [-0.02, -0.10, 0.00], [1.04, 0.11, 1.06], [-1.30, 0.61, -0.71], [-0.32, -0.21, -0.16], [-0.13, 0.13, 0.02], [0.80, -0.64, -0.11], [-0.11, 0.01, -0.04], [-0.93, -1.68, 0.24], [0.37, 0.14, 0.74], [0.47, -0.12, -0.47], [0.32, 1.02, -0.56], [-0.30, 0.61, -0.03], [0.07, 0.03, 0.09], [-0.84, -0.16, -0.04], [-0.20, -0.05, -0.12], [0.85, -0.37, 0.16], [0.07, -0.35, 0.22], [0.31, 0.48, 0.34], [-0.18, 0.46, -0.57], [0.18, -1.45, 0.99], [-0.39, 1.19, 0.72], [0.28, -2.17, -1.50], [0.02, 1.23, 1.22], [-0.29, 0.63, -1.30], [0.19, 0.25, 0.30], [-0.02, 0.13, -0.18], [-0.02, 0.06, -0.15], [0.36, 0.13, -0.10], [-0.33, 0.00, -0.01], [-0.76, -0.11, 0.10], [-1.56, -1.09, -0.37], [1.13, 0.19, 1.23], [0.18, -0.25, -0.93], [0.70, 0.18, -0.28], [0.53, 0.39, 0.29], [-0.49, 0.46, -0.11], [-0.02, 0.29, 0.03], [0.04, -0.02, -0.14], [0.21, -0.07, 0.11]],
  "lumo_energy_ev": 0.23,
  "orbital_gap_ha": 0.314,
  "charge": 0
}